# 1
Below is a 2-piece molecular cluster, C4H14N4 overall at a distorted geometry, with properties calculated with ωB97M-V/def2-TZVPD.

* maximum force: 0.0839 Eh/bohr
* structure (SMILES): N=C(N)N.CCNC
* HOMO energy: -7.614 eV
* frontier orbital gap: 8.5 eV
* energy: -10334.6333 eV
* lowest unoccupied orbital energy: 0.87 eV
* energy relative to the best compared isomer or geometry (same formula, charge and spin): 1.171 eV

Each line ends with the Mulliken charge.
Positions of all 22 atoms, in Å:
C: 0.47527 -0.92279 -1.31052  -0.185
C: -1.35115 -1.34620 0.59903  -0.788
C: 0.41901 -1.27231 -2.78583  -1.361
N: -0.95850 -0.94644 -0.72826  -0.175
H: -1.60249 -0.34371 -1.22728  0.171
H: 1.06042 -1.64983 -0.74313  0.299
H: 0.93043 0.06803 -1.18666  0.182
H: -2.32025 -1.84268 0.55604  0.316
H: -1.53061 -0.44586 1.20337  0.200
H: -0.60470 -2.00569 1.04456  0.236
H: 1.41071 -1.12955 -3.21616  0.360
H: 0.11083 -2.30707 -2.91779  0.320
H: -0.24504 -0.60612 -3.33447  0.344
C: 0.28135 1.48985 1.30056  0.510
N: -0.01901 2.31522 2.40209  -0.518
N: 1.34855 0.64812 1.58904  -0.493
N: 0.05574 1.84794 0.07679  -0.553
H: 1.44314 -0.11003 0.93319  0.259
H: 1.35393 0.25235 2.51717  0.264
H: -0.43769 3.20642 2.17972  0.231
H: 0.73358 2.44528 3.06237  0.215
H: -0.55350 2.65508 -0.01383  0.163



# 2
Below is a 2-piece molecular cluster, C8H12N3 overall at a distorted geometry, with properties calculated with ωB97M-V/def2-TZVPD.

* maximum force: 0.1736 Eh/bohr
* charge: +1
* HOMO energy: -13.391 eV
* frontier orbital gap: 8.3 eV
* energy: -12947.2135 eV
* lowest unoccupied orbital energy: -5.13 eV
* energy relative to the best compared isomer or geometry (same formula, charge and spin): 7.597 eV

Each line ends with the Mulliken charge.
Positions of all 23 atoms, in Å:
C: 1.55489 -1.42260 -1.11267  -0.266
C: 0.39887 -1.33567 -1.47741  0.188
C: 1.47516 0.46233 0.60108  -0.079
C: 0.75773 1.09742 -0.48946  0.564
C: 2.65995 -1.33807 -0.21216  -0.539
C: -0.80201 -0.64421 -1.08671  0.629
C: 1.26515 2.37800 -1.01284  -1.255
C: -1.19181 -1.37128 1.90626  -1.135
N: 2.33548 -0.43953 0.75597  -0.396
N: -0.38295 0.60966 -0.82836  -0.344
N: -2.09039 -0.98551 -1.14093  -0.272
H: 1.26535 0.92219 1.56070  0.441
H: 2.72512 -2.25518 0.30075  0.310
H: 3.77385 -1.33453 -0.64304  0.338
H: 2.32755 2.51767 -0.85666  0.397
H: 0.71797 3.16880 -0.49068  0.340
H: 0.86609 2.46181 -2.07909  0.340
H: -1.98418 -0.89164 1.50192  0.397
H: -0.95994 -0.68976 2.77528  0.327
H: -1.52495 -2.26045 2.64697  0.304
H: -2.62025 -0.18987 -0.83025  0.299
H: -0.40006 -2.31068 1.69996  0.147
H: -2.51476 -1.77944 -1.59852  0.265



# 3
Below is a 2-piece molecular cluster, C4H12O2 overall at a distorted geometry, with properties calculated with ωB97M-V/def2-TZVPD.

* maximum force: 0.0366 Eh/bohr
* structure (SMILES): CCO.CCO
* HOMO energy: -10.341 eV
* frontier orbital gap: 11.2 eV
* energy: -8436.8053 eV
* lowest unoccupied orbital energy: 0.86 eV
* energy relative to the best compared isomer or geometry (same formula, charge and spin): 0.709 eV

Each line ends with the Mulliken charge.
Positions of all 18 atoms, in Å:
C: -1.55627 -0.68108 -0.31844  -0.051
O: -2.86674 -0.84921 0.21509  -0.534
C: -1.60107 -0.40786 -1.83284  -1.111
H: -0.97113 -1.57632 -0.10717  0.289
H: -1.00872 0.14477 0.18687  0.120
H: -3.33441 -0.06016 0.02304  0.306
H: -2.19824 -1.13843 -2.31883  0.343
H: -0.58769 -0.39486 -2.25393  0.322
H: -2.07052 0.60146 -1.95476  0.298
C: 2.21206 0.31250 1.43786  -0.239
O: 1.14559 -0.11465 2.28193  -0.507
C: 1.71964 0.99342 0.15891  -0.738
H: 2.88070 -0.54145 1.16204  0.240
H: 2.80308 0.99910 2.02681  0.287
H: 0.62941 -0.82467 1.86391  0.291
H: 1.27608 0.26327 -0.57295  0.090
H: 2.57252 1.50540 -0.38571  0.337
H: 0.95569 1.76876 0.38819  0.258



# 4
Below is C9H28N6Yb as an isolated structure, with properties calculated with ωB97M-V/def2-TZVPD.

* maximum force: 0.0116 Eh/bohr
* charge: +3
* HOMO energy (spin up / spin down): -20.862 / -20.860 eV
* frontier orbital gap (spin up / spin down): 11.2 / 9.4 eV
* ⟨S²⟩: 0.75
* energy: -50234.8961 eV
* lowest unoccupied orbital energy (spin up / spin down): -9.68 / -11.48 eV
* energy relative to the best compared isomer or geometry (same formula, charge and spin): 0.000 eV
* multiplicity: 2

Each line ends with the Mulliken spin population.
Positions of all 44 atoms, in Å:
Yb: -0.13018 0.09916 0.32697  1.011
N: -1.26921 -2.17144 0.16140  -0.001
C: -0.98714 -2.71104 -1.20574  0.000
C: 0.46165 -2.42702 -1.60758  0.000
N: 0.74491 -0.96410 -1.68501  -0.007
C: 2.21771 -0.74583 -1.72957  0.001
C: 2.58795 0.72358 -1.52656  0.000
N: 2.16033 1.16298 -0.16162  0.000
C: 0.10753 -0.38657 -2.90518  0.001
C: -0.65795 0.91504 -2.62996  0.000
N: -1.65469 0.72823 -1.53109  -0.001
H: -0.90406 -2.87387 0.81660  0.000
H: -2.28628 -2.23741 0.29183  0.000
H: -1.68938 -2.25753 -1.91022  0.000
H: -1.14745 -3.79452 -1.24229  0.000
H: 0.66619 -2.91022 -2.56988  0.000
H: 1.13363 -2.87930 -0.86903  0.000
H: 2.62980 -1.09768 -2.68297  0.000
H: 2.69268 -1.33358 -0.93377  0.000
H: 2.11235 1.36286 -2.27375  0.000
H: 3.67134 0.82788 -1.66018  0.000
H: 2.27933 2.18310 -0.12897  0.000
H: 2.88722 0.82032 0.48101  0.000
H: -0.58792 -1.11374 -3.33021  0.000
H: 0.86221 -0.19247 -3.67404  0.000
H: -1.14910 1.20904 -3.56415  0.000
H: 0.01285 1.73323 -2.33466  0.000
H: -2.34673 0.05085 -1.87807  0.000
H: -2.20206 1.59561 -1.47855  0.000
N: 0.26190 -0.65362 2.66357  -0.001
C: -0.81837 -0.08487 3.54362  0.000
C: -0.73705 1.43713 3.67319  0.000
C: -1.42677 2.24238 2.57523  0.000
N: -0.59360 2.33139 1.32964  -0.002
H: 0.23472 -1.66802 2.83349  0.000
H: 1.14504 -0.36921 3.11090  0.000
H: -0.73185 -0.51680 4.54483  0.000
H: -1.79360 -0.38471 3.13848  0.000
H: 0.30702 1.75096 3.77105  0.000
H: -1.22376 1.70324 4.61324  0.000
H: -1.61520 3.24836 2.96183  0.000
H: -2.39642 1.80016 2.32370  0.000
H: 0.25106 2.83979 1.62672  0.000
H: -1.07863 3.00829 0.72573  0.000



# 5
Below is one molecule with the formula C29H37N3O4, with properties calculated with ωB97M-V/def2-TZVPD.

* maximum force: 0.0147 Eh/bohr
* structure (SMILES): CCOC(=O)c1c(C)n(C)c2ccc(OC)c(NC(=O)CCN3CCC(Cc4ccccc4)CC3)c12
* HOMO energy: -7.455 eV
* frontier orbital gap: 8.0 eV
* energy: -43335.3699 eV
* lowest unoccupied orbital energy: 0.58 eV
* energy relative to the best compared isomer or geometry (same formula, charge and spin): 1.512 eV

Each line ends with the Mulliken charge.
Positions of all 73 atoms, in Å:
C: -0.12650 -4.32657 1.22138  -1.445
C: 0.11078 -2.97468 0.57543  0.031
H: -0.31198 -2.93406 -0.43528  0.368
H: -0.34350 -2.17026 1.16582  0.162
O: 1.51868 -2.75236 0.50031  -0.284
C: 1.90768 -1.64454 -0.15393  0.438
O: 1.08473 -0.89397 -0.65420  -0.757
C: 3.34521 -1.46521 -0.19907  0.941
C: 4.30097 -2.46520 -0.06648  0.549
N: 5.53946 -1.93549 -0.22321  0.085
C: 5.43395 -0.58415 -0.46708  -0.541
C: 6.42678 0.35958 -0.67276  -1.713
C: 6.04384 1.66570 -0.90033  -0.519
C: 4.69857 2.04370 -0.89813  0.550
C: 3.69596 1.10275 -0.61760  0.276
C: 4.06426 -0.23862 -0.45550  1.208
N: 2.36474 1.50844 -0.51261  -0.140
C: 1.92459 2.53468 0.27067  0.289
O: 2.64333 3.26550 0.91612  -0.656
C: 0.41171 2.61801 0.29155  -0.522
C: -0.13001 1.58540 1.30896  -0.716
N: -1.54981 1.33716 1.27435  0.258
C: -2.38204 2.47092 1.61570  -0.648
C: -3.79685 1.98038 1.91813  -1.045
C: -4.37764 1.24251 0.71187  0.638
C: -3.41453 0.12502 0.31328  -1.084
C: -2.02327 0.70015 0.06200  -0.345
H: -1.32482 -0.09310 -0.21103  0.262
H: -2.08154 1.40922 -0.78349  0.261
H: -3.35417 -0.60489 1.12271  0.263
H: -3.77275 -0.38103 -0.58498  0.388
C: -5.78045 0.69825 1.02580  -1.496
C: -6.41749 0.08345 -0.18604  0.349
C: -6.44029 -1.29364 -0.36492  -0.222
C: -7.00158 -1.85087 -1.50052  -0.619
C: -7.54828 -1.03620 -2.47661  -0.399
C: -7.53204 0.33817 -2.30876  -0.643
C: -6.97078 0.89140 -1.17239  -0.256
H: -6.96463 1.96483 -1.04434  0.389
H: -7.95999 0.97996 -3.06543  0.376
H: -7.98730 -1.46985 -3.36317  0.372
H: -7.01263 -2.92440 -1.62384  0.376
H: -6.01620 -1.93560 0.39432  0.358
H: -5.70380 -0.04270 1.82406  0.471
H: -6.40153 1.52254 1.38540  0.457
H: -4.45883 1.94545 -0.12564  0.172
H: -3.75666 1.29952 2.77022  0.299
H: -4.42920 2.82955 2.18557  0.411
H: -1.96104 2.95734 2.49909  0.463
H: -2.42363 3.21467 0.79940  0.365
H: 0.13072 1.91710 2.31824  0.374
H: 0.36210 0.62603 1.13087  0.017
H: 0.01681 2.39508 -0.69964  0.337
H: 0.11466 3.62386 0.58815  0.428
H: 1.68596 0.79468 -0.77586  0.461
O: 4.26594 3.29557 -1.20523  -0.416
C: 5.19436 4.34770 -1.23311  -1.051
H: 5.75954 4.40858 -0.29845  0.404
H: 4.60316 5.25431 -1.35173  0.272
H: 5.88759 4.25595 -2.07810  0.347
H: 6.80702 2.40281 -1.08963  0.421
H: 7.47366 0.09912 -0.66825  0.231
C: 6.76630 -2.67927 -0.17932  -1.068
H: 7.59847 -1.99153 -0.05074  0.359
H: 6.91894 -3.24370 -1.10397  0.320
H: 6.75694 -3.37596 0.65956  0.354
C: 4.14212 -3.92525 0.15606  -1.712
H: 4.72985 -4.48717 -0.56951  0.414
H: 3.09952 -4.20699 0.06974  0.284
H: 4.48448 -4.19642 1.15548  0.359
H: 0.32757 -4.35254 2.20823  0.319
H: -1.19418 -4.50097 1.31600  0.430
H: 0.30896 -5.11785 0.61642  0.338



# 6
Below is a 2-piece molecular cluster, C3H3NOS overall at a distorted geometry, with properties calculated with ωB97M-V/def2-TZVPD.

* maximum force: 0.0960 Eh/bohr
* HOMO energy: -9.502 eV
* frontier orbital gap: 7.9 eV
* energy: -17526.5032 eV
* lowest unoccupied orbital energy: -1.62 eV
* energy relative to the best compared isomer or geometry (same formula, charge and spin): 5.437 eV

Each line ends with the Mulliken charge.
Positions of all 9 atoms, in Å:
C: -0.07331 2.20590 -2.00784  -0.141
C: 0.10842 1.15838 -1.41522  -0.691
C: 0.30299 -0.82710 -0.18492  0.626
N: -0.09630 -0.38364 0.92834  -0.333
O: 0.91448 -1.71399 -0.61465  -0.333
S: -0.27051 -1.34605 2.57273  -0.038
H: -0.07377 3.21116 -2.26494  0.368
H: -0.86968 0.24149 0.91715  0.364
H: 0.05770 -2.54614 2.06935  0.177



Looking at M for the records above, in order, we have 118.18; 150.21; 92.14; 393.40; 491.63; 101.13 u.